Record 1
Computed, not measured: an isolated molecule of C24H33NO5, with ωB97M-V with the def2-TZVPD basis set.

Cartesian coordinates (Å):
C 0.854480 1.186671 -3.020678
C 1.479538 2.255562 -2.133130
H 1.605103 3.190153 -2.685329
O 2.797101 1.901700 -1.727823
C 2.892367 0.846952 -0.848873
C 3.632978 -0.260830 -1.240880
C 3.769855 -1.358168 -0.412139
C 3.173063 -1.377053 0.841324
C 2.466603 -0.255752 1.252562
C 2.321971 0.855894 0.433388
O 1.572674 1.905138 0.912881
C 2.258228 3.145643 1.050912
C 1.235130 4.204370 1.426093
H 0.505173 4.322741 0.629366
H 0.713071 3.906851 2.331409
H 1.734373 5.154169 1.594898
H 3.015278 3.047766 1.842671
H 2.770250 3.414701 0.119726
H 2.000905 -0.220528 2.225185
C 3.258887 -2.601719 1.713647
H 3.828119 -2.382687 2.619180
H 3.786231 -3.388247 1.169737
C 1.861438 -3.103308 2.122285
N 0.924290 -2.962964 1.032762
C -0.074833 -2.052431 1.089919
O -0.427405 -1.539478 2.137670
C -0.733914 -1.739980 -0.199896
C -0.417486 -2.065184 -1.464505
C 0.673607 -2.854190 -2.095387
H 0.570784 -2.757655 -3.176164
H 0.598154 -3.912378 -1.842614
H 1.654856 -2.479039 -1.800663
C -1.438168 -1.432316 -2.350369
O -1.499238 -1.505400 -3.549035
O -2.302529 -0.752747 -1.594341
C -1.947957 -0.841566 -0.210470
C -3.121985 -1.432338 0.579822
C -4.331511 -0.505970 0.523374
C -3.989491 0.878436 1.072813
C -5.208961 1.794535 1.036102
H -4.962911 2.775411 1.436459
H -6.020286 1.376062 1.627371
H -5.558836 1.919163 0.013599
C -2.839563 1.466051 0.255808
C -1.613438 0.563560 0.312279
H -1.258275 0.462676 1.337402
H -0.805388 0.981407 -0.290374
H -2.572169 2.452143 0.640491
H -3.156858 1.578324 -0.782933
H -3.658999 0.769925 2.111957
H -4.659923 -0.410756 -0.513342
H -5.146555 -0.947390 1.100335
H -2.790918 -1.565271 1.610202
H -3.374992 -2.409618 0.161768
H 1.213233 -3.319508 0.137898
H 1.916707 -4.150699 2.434158
H 1.458222 -2.513420 2.947495
H 4.343152 -2.210143 -0.750103
H 4.085613 -0.247521 -2.220440
H 0.840637 2.438686 -1.261901
H -0.139108 1.493627 -3.334254
H 1.466893 1.020288 -3.903306
H 0.772725 0.247668 -2.475979

Cartesian forces (eV/Å) of the 6 atoms listed first:
C 0.2573 0.2318 0.2285
C -0.5045 -0.0229 -0.3043
H -0.0596 -0.0713 0.0906
O 0.3150 -0.1747 0.3893
C -0.0041 0.0163 -0.1103
C -0.1246 0.2488 -0.0226

Properties
SMILES: CCOc1ccc(CCNC(=O)C2=C(C)C(=O)O[C@]23CC[C@@H](C)CC3)cc1OCC
ΔE to the lowest compared entry with this formula, charge and spin: 2.3 kJ/mol
E_HOMO: -8.7840 eV
frontier orbital gap: 8.869 eV

=====

Record 2
Computed, not measured: a cluster of 2 separate species, C4H15N2O in total in a non-equilibrium geometry, with ωB97M-V with the def2-TZVPD basis set.

Cartesian coordinates (Å):
C -1.967469 -1.713149 1.170860
C -0.938995 -0.686041 0.744319
C -0.749855 -0.719969 -0.781027
C 0.108551 0.390974 -1.404000
N 1.516283 0.453974 -0.845886
N 0.389373 -0.988450 1.366284
H -2.933358 -1.313376 0.833832
H -2.016300 -1.809122 2.247171
H -1.785220 -2.682402 0.751665
H -1.189443 0.334626 1.048130
H -1.710507 -0.758945 -1.301404
H -0.296819 -1.669548 -1.038522
H 0.177015 0.184551 -2.452156
H -0.339727 1.372068 -1.268397
H 2.205060 0.182552 -1.545105
H 1.489705 -0.195654 0.028132
H 1.708570 1.400107 -0.495127
H 0.459686 -2.000962 1.439004
H 0.535653 -0.607717 2.290461
H 1.358714 3.759018 0.400993
H 2.185610 3.840679 -0.916633
O 1.793474 3.226787 -0.272595

Cartesian forces (eV/Å) of the 6 atoms listed first:
C -0.8858 1.4802 0.0198
C 1.0682 -0.1847 0.0915
C 0.2395 0.1157 0.1231
C -0.5038 -0.1433 0.4346
N -0.7832 -0.9947 1.1734
N 0.3303 -0.0240 -0.9181

Properties
ΔE to the lowest compared entry with this formula, charge and spin: 12.8 kJ/mol
total charge: +1
E_HOMO: -13.6446 eV
frontier orbital gap: 10.811 eV

=====

Record 3
Computed, not measured: a structure of composition C5H13N3O in a non-equilibrium geometry, with ωB97M-V with the def2-TZVPD basis set.

Cartesian coordinates (Å):
C -0.235001 1.199044 0.015497
C 0.033045 0.520623 -1.258167
C 0.229220 -1.347232 -0.672259
C -1.145165 -1.990649 -0.781224
C 0.529148 0.064984 0.873936
N 0.424507 2.477436 0.172727
N 1.927303 0.286261 0.825681
O -1.592522 1.183423 0.353385
N -0.137309 -0.293834 1.944013
H -1.602608 0.838481 1.278701
H 0.070254 3.130288 -0.517441
H 0.195335 2.848538 1.089889
H 2.399131 -0.202357 1.573993
H 2.150674 1.273187 0.786733
H -0.591094 -1.201021 1.895237
H -0.820847 0.382758 -1.908654
H 1.008021 0.724718 -1.684096
H 0.816658 -1.521802 -1.574962
H 0.840891 -1.917318 0.031273
H -1.695139 -1.643023 -1.655988
H -1.051267 -3.074131 -0.874866
H -1.753233 -1.738373 0.086592

Cartesian forces (eV/Å) of the 6 atoms listed first:
C 0.8028 -0.5782 1.1728
C 0.2792 -2.8713 0.9493
C -0.5395 0.6152 -2.9212
C 0.1041 0.2212 -0.0436
C 0.3453 4.7234 1.7036
N -0.1271 0.0554 -0.1358

Properties
ΔE to the lowest compared entry with this formula, charge and spin: 480.6 kJ/mol
E_HOMO: -7.8630 eV
frontier orbital gap: 8.282 eV

=====

Record 4
Computed, not measured: an isolated molecule of F4OP2 in a non-equilibrium geometry, with ωB97M-V with the def2-TZVPD basis set.

Cartesian coordinates (Å):
O 0.034993 0.256596 0.484344
F -2.510959 0.025229 0.808311
F -1.376236 -0.466541 -1.258074
F 1.587609 0.464978 -1.342839
F 2.438236 -0.255235 0.776282
P -1.353709 0.696719 -0.181052
P 1.363922 -0.686869 -0.333743

Cartesian forces (eV/Å) of the 6 atoms listed first:
O 1.3789 -1.3875 -0.5147
F 1.5945 0.5945 -0.9196
F -0.3230 -0.2963 -0.6515
F 0.5916 0.3409 -0.8746
F -0.6994 -0.4238 -0.8961
P -0.9841 -0.5199 1.1590

Properties
SMILES: FP(F)OP(F)F
ΔE to the lowest compared entry with this formula, charge and spin: 21.3 kJ/mol
E_HOMO: -10.7096 eV
frontier orbital gap: 10.870 eV

=====

Record 5
Computed, not measured: a cluster of 2 separate species, C15H22N4O5S in total in a non-equilibrium geometry, with ωB97M-V with the def2-TZVPD basis set.

Cartesian coordinates (Å):
O 0.795246 -0.766994 0.258791
O -3.639486 -3.021742 -0.572451
O -2.872482 0.981350 -0.439572
N 5.527009 -0.689081 4.109725
O 0.268396 -1.680227 2.296124
O -2.241992 1.177141 -4.258236
S 2.968904 -1.630880 3.410029
C 1.099272 -1.077248 1.408767
C -3.616872 -1.996682 -1.235659
C -2.003302 0.875371 -1.295716
C 4.471063 -0.752619 3.337632
C 6.347247 0.231429 3.450577
C 2.461241 -0.828916 1.899572
C 5.760173 0.697985 2.295069
C 3.436723 0.041545 1.403558
N 4.548618 0.045274 2.240737
N -1.057740 1.823262 -1.337700
N -2.454916 -1.583064 -1.746089
C -4.921694 -1.275956 -1.514508
C 3.401645 0.937563 0.192155
C 0.065840 1.988631 -2.265118
C -1.253662 0.163961 2.737048
C -1.106817 -1.277750 2.248031
C -2.812993 0.065859 -3.597014
C -2.039774 -0.284321 -2.315969
H -2.593056 1.982855 -3.867027
H 7.325570 0.541327 3.807097
H 6.170288 1.418234 1.596013
H -1.145597 2.508732 -0.602957
H -1.697145 -2.209233 -1.519122
H -5.708534 -1.743176 -0.924247
H -4.851428 -0.229768 -1.235039
H -5.166483 -1.375904 -2.568442
H 3.629626 1.965418 0.487781
H 2.427172 0.936032 -0.295327
H 4.150101 0.605909 -0.533331
H -0.104711 2.862971 -2.895198
H 0.202800 1.123575 -2.912086
H 0.985210 2.140221 -1.699345
H -2.312789 0.434851 2.780221
H -0.753002 0.860663 2.058454
H -0.824822 0.269345 3.737861
H -1.514846 -1.374542 1.235110
H -1.691720 -1.937856 2.896606
H -3.848195 0.302848 -3.356047
H -2.794382 -0.792687 -4.269954
H -1.013703 -0.453707 -2.630807

Cartesian forces (eV/Å) of the 6 atoms listed first:
O -0.2496 -0.2277 1.4334
O 0.1282 -0.2055 0.0513
O -0.2755 -0.5030 0.0160
N 0.3832 0.5263 -0.5046
O 0.9634 0.4685 -0.1609
O 0.2832 0.0520 -0.1584

Properties
SMILES: CNC(=O)[C@H](CO)NC(C)=O.CCOC(=O)c1sc2nccn2c1C
ΔE to the lowest compared entry with this formula, charge and spin: 0.0 kJ/mol
E_HOMO: -8.5196 eV
frontier orbital gap: 8.561 eV

=====

Record 6
Computed, not measured: a structure of composition C2H5NO4 in a non-equilibrium geometry, with ωB97M-V with the def2-TZVPD basis set.

Cartesian coordinates (Å):
C -1.052555 -0.167939 -0.213621
C 1.024571 -0.400610 -0.426508
N 1.495314 0.351902 0.691508
O -0.224522 -1.159772 0.149115
O -2.069659 -0.521444 -0.996597
O -1.367225 0.757701 0.727688
O 1.675608 -0.901812 -1.301627
H -2.854584 -0.002771 -0.763940
H -0.526763 1.042094 1.137866
H -0.072882 0.443184 -0.973382
H 2.370793 0.812166 0.470529
H 1.601904 -0.252699 1.498970

Cartesian forces (eV/Å) of the 6 atoms listed first:
C 2.0352 1.6165 -1.1960
C 0.3530 -2.6210 1.5662
N -0.2433 0.5314 -0.5418
O 1.3611 -0.1280 -0.2936
O -0.4909 -0.1480 0.3109
O -0.4193 -0.0010 0.0951

Properties
ΔE to the lowest compared entry with this formula, charge and spin: 367.0 kJ/mol
E_HOMO: -10.0352 eV
frontier orbital gap: 10.581 eV

=====

Among the records above, which one has the highest E_HOMO? C5H13N3O